# 1
Entry from OMol25: a structure of composition C22H13BaCl2F5N4O4S at a distorted geometry (the ωB97M-V functional and the def2-TZVPD basis).

The geometry in XYZ format:
```
52
Properties=species:S:1:pos:R:3:forces:R:3:lowdin_charge:R:1
F -4.5056 -4.2429 -1.6435 -0.7292 -0.3828 0.4478 0.04
N 0.6110 2.2729 0.8576 -0.3791 -0.3763 -0.2659 0.00
C -2.2985 -2.2814 0.3360 2.2492 1.5322 0.1472 -0.12
N 1.2998 -3.6668 2.8611 1.1194 -1.1072 0.4749 0.02
N 1.2757 -0.3189 2.1174 -0.5783 2.2675 -0.7597 -0.15
C 2.1899 0.0469 -2.8000 -0.5407 0.4209 0.5153 -0.39
C 2.7443 -0.1247 -5.1990 -0.0279 0.2045 1.7027 -0.15
H 5.6048 -0.2241 -3.2421 0.0744 0.0007 0.3407 0.09
F -4.4313 -3.1068 3.0843 -0.6554 -0.4965 0.1628 0.06
H 1.7113 0.9195 3.7421 -0.2618 -0.1394 0.0496 0.10
H 1.3172 -3.4551 3.8681 -0.0694 0.0327 -0.8520 0.08
C 0.1835 3.4355 0.3672 0.2524 -0.1365 0.1170 -0.14
H 4.8941 -0.2304 -0.5834 0.1938 -0.0489 -0.1336 0.11
H -0.2185 3.4077 -0.6394 0.0460 -0.0908 -0.0739 0.11
H 1.5030 3.2492 3.9354 -0.1330 0.0822 -0.2155 0.10
S 1.9598 -2.8246 0.4020 0.0521 0.1935 0.7876 0.46
H 1.8673 -4.4717 2.5982 -0.5184 0.1120 0.1615 0.06
C 4.5329 -0.1617 -3.3611 -1.5871 0.4602 -0.7479 -0.09
H 0.7798 5.4469 2.9749 -0.0103 0.0009 0.1739 0.09
O 1.2404 0.1371 -1.9929 0.0873 0.0587 0.2614 -0.37
N 1.3344 -1.4518 2.7772 1.2502 -0.5117 0.2307 -0.06
H -4.9242 1.5838 -0.5572 0.1326 0.0786 0.2038 0.08
H -4.6198 2.2867 1.0702 0.0442 0.0380 -0.2494 0.07
C -3.9560 -3.6255 -0.5603 0.8952 0.4595 -0.2440 -0.15
H -0.1316 5.5395 0.6302 0.0419 -0.0125 0.1080 0.09
C 3.5996 0.0136 -2.3227 -1.6940 -0.2438 -1.6130 -0.11
Ba -0.4156 -0.1271 -0.1338 0.3042 -0.7268 -0.1835 1.90
F -2.2628 -2.6910 -2.0126 -0.0821 -0.1852 -0.0962 0.04
C 0.7090 4.5390 2.3904 0.1658 -0.0398 -0.3437 -0.10
O -2.3334 1.2237 1.1334 -1.4747 1.0044 -1.9111 -0.23
C 1.0364 2.1477 2.1120 0.0753 1.2097 0.1198 -0.28
C -2.9091 1.5749 0.0283 3.3821 -1.6224 -0.4767 -0.75
Cl 5.2517 -0.2538 -5.8461 2.7419 -0.2609 -2.7416 0.66
C -2.7876 -2.8754 -0.7740 -1.9462 -0.5295 2.5856 -0.30
H 2.5578 -0.1972 -6.2725 -0.0054 0.1010 0.4266 0.10
C 1.7778 -0.0010 -4.2238 1.2462 -0.2115 0.2108 -0.57
C 1.5839 -2.5974 2.0522 -1.4250 1.8574 0.2649 -0.95
C -2.7284 -2.3000 1.6308 -2.0188 -1.9304 -2.0656 -0.29
C -4.2403 2.1966 0.0465 -1.4042 0.8356 -0.1097 -0.04
C 3.8934 0.1459 -0.8754 -0.0477 0.1191 -0.2965 -0.25
Cl 0.0523 0.0787 -4.5458 0.8719 -0.0637 -0.0367 0.66
F -5.6090 -4.4616 0.9591 -0.3347 -0.1795 -0.0110 0.05
F -2.1305 -1.6300 2.6393 -0.0461 -0.0773 0.0514 0.04
C -4.5071 -3.7150 0.7466 1.1667 0.5232 -0.4027 -0.15
O -2.3614 1.3781 -1.1479 -1.2297 0.6683 2.2626 -0.27
O 3.1904 0.6373 -0.0177 0.2743 -0.1310 -0.5164 0.01
C 4.0771 -0.1585 -4.6991 -1.2353 -0.2386 2.0807 -0.80
H -4.2176 3.1889 -0.4523 0.0947 -0.4979 0.3531 0.08
C 1.3573 0.8630 2.7068 0.4729 -2.2055 0.3077 -0.13
C 1.1254 3.3295 2.9160 -0.0863 -0.4862 -0.2894 -0.03
C 0.2238 4.6177 1.0736 0.1200 -0.2626 0.6078 -0.08
C -3.8971 -3.0661 1.8455 1.1659 0.9343 -0.5201 -0.15
```
Positions in Å, forces in eV/Å.

Computed properties:
HOMO-LUMO gap = 6.3025 eV
2S+1 = 1
Net charge = -2
ΔE to the lowest compared entry with this formula, charge and spin = 0.103 eV



# 2
Entry from OMol25: a cluster of 3 separate species, C22H13F2N3O10 in total at a distorted geometry (the ωB97M-V functional and the def2-TZVPD basis).

The geometry in XYZ format:
```
50
Properties=species:S:1:pos:R:3:forces:R:3:lowdin_charge:R:1
N 2.6786 2.4991 0.8559 -0.2139 -0.9198 2.4971 0.05
H -0.8976 1.8878 -4.5021 -0.0611 -0.0105 0.0082 0.14
O -1.8732 1.1709 -2.1774 -0.6951 0.0212 -0.9460 0.09
F 3.9485 4.8143 0.9006 -1.8168 -4.8847 1.7260 0.02
H -0.9977 3.7154 4.4280 0.6545 -1.4599 -2.6000 0.11
H -2.8817 1.9651 -7.4667 0.2968 0.0317 0.2663 0.12
H 6.3944 -4.9849 1.6799 -0.1384 0.3338 -0.1787 0.12
H 4.3481 -2.3735 0.3656 -0.0454 -0.0109 0.0436 0.13
C -4.7013 0.8160 -4.3053 -0.0243 0.0778 -0.3648 0.08
O 1.7315 -2.4347 0.5058 0.2143 -0.7561 0.4242 0.10
O 4.1520 3.1422 2.6955 -3.5129 3.2117 -8.4498 0.05
C -1.9438 1.6099 -4.5002 -0.0167 -0.0762 0.3286 0.08
C -0.7027 3.1511 3.4194 2.4385 -1.2075 -2.9384 0.02
C 3.5996 3.5006 1.5202 3.7055 -1.3513 6.3897 -0.17
H 0.4473 0.9645 -0.2398 -0.8167 1.5233 2.3904 0.12
O -4.7868 1.3101 -6.6165 0.7298 0.0510 0.5856 0.10
H -3.7567 0.4365 -1.3439 -0.0720 0.0249 -0.2353 0.05
C -4.1250 1.2558 -5.5853 -1.0248 -0.2035 -0.3629 -0.31
O 4.0548 0.4276 0.3336 -6.4673 4.8351 6.3233 0.06
H 0.1617 -3.7090 1.3381 0.1471 -0.3212 0.1676 0.12
O 0.4868 -4.5287 1.7704 1.7193 0.7419 -0.5402 0.08
N -2.3323 0.5332 0.4579 -2.9680 2.7215 6.3514 0.04
C 2.6281 -5.4636 2.1406 0.3339 -0.1408 0.0464 0.08
C 0.8582 3.3057 2.8443 -3.7007 -2.2083 -1.0013 0.03
C 4.6912 -4.2194 1.3465 1.7144 0.5486 -0.3679 -0.21
O -4.4917 0.3690 -1.9915 1.3315 0.6533 -1.2731 0.06
O 6.0697 -4.1623 1.2530 -1.7374 -0.7874 0.4897 0.08
F 2.6526 0.4501 2.3966 1.9211 2.0524 -4.2455 -0.01
C -4.1175 1.2269 2.4943 3.5035 1.1967 -0.7794 -0.05
C -3.6814 0.4758 1.1183 2.1397 1.1594 0.7744 -0.05
O 4.8202 -6.2995 2.4387 -0.2625 0.7642 -0.3786 0.10
C 1.8639 -4.4850 1.6520 -1.7513 -0.5491 0.4356 -0.21
C 4.0929 -5.4089 2.0135 -0.0602 -0.9044 0.5085 -0.31
H -4.5125 -0.1891 0.5799 2.1017 1.5789 1.2918 0.12
C -1.8311 2.2079 2.6368 0.5113 -0.0044 -0.0158 -0.15
C 1.2864 2.4946 1.4784 -5.6950 -0.5522 0.8010 -0.14
H 2.2073 -6.3249 2.6434 0.0287 0.0445 -0.0336 0.14
H -5.7437 0.5233 -4.3067 0.0664 0.0270 -0.0081 0.14
H 1.6274 3.9609 3.4394 -1.7154 -1.4695 -1.3296 0.10
C 0.1397 1.5732 0.7400 0.6294 1.7963 2.0043 0.09
C -2.6866 1.6388 -5.6083 1.2138 0.5838 -1.3315 -0.21
C -1.4276 1.4049 1.2818 1.5942 0.8135 0.2840 -0.12
C 3.2090 1.0807 1.1418 4.3166 -3.8402 -2.9095 -0.17
C 3.9265 -3.2426 0.8548 -0.3374 0.1492 -0.0925 0.08
O -2.1451 2.0268 -6.8201 -1.4225 -0.6141 1.2249 0.08
N -3.1947 2.1300 3.2627 0.4991 -3.6636 -5.3192 0.03
H -5.2226 1.0893 2.8881 2.6635 0.3997 -0.8166 0.11
C -3.9577 0.7838 -3.1977 -1.2000 -0.6243 1.2890 -0.20
C -2.5260 1.1932 -3.2149 1.1287 0.2240 0.3904 -0.30
C 2.4609 -3.3094 0.9608 0.1526 0.9944 -0.5234 -0.30
```
Positions in Å, forces in eV/Å.

Computed properties:
HOMO-LUMO gap = 7.0761 eV
2S+1 = 1
SMILES string = O=C(F)N(C(=O)F)c1ccc2nccnc2c1.O=C1C=C(O)C(=O)C=C1O.O=C1C=C(O)C(=O)C=C1O



# 3
Entry from OMol25: a structure of composition C22H14Cl5N2O2Pt (the ωB97M-V functional and the def2-TZVPD basis).

The geometry in XYZ format:
```
46
Properties=species:S:1:pos:R:3:forces:R:3:lowdin_charge:R:1
H 1.3427 -0.1748 3.8919 -0.0004 -0.0010 0.0010 0.12
H 6.1003 -1.6688 -3.1423 0.0014 -0.0017 0.0021 0.11
H -3.2138 1.7000 3.7506 -0.0006 0.0006 0.0074 0.12
H -0.0462 -0.1554 5.9379 -0.0024 0.0015 0.0011 0.11
C -3.9499 -0.9801 -0.2224 0.0145 0.0075 0.0058 -0.67
C -2.2475 0.7428 0.3157 -0.0024 0.1539 -0.0500 -0.31
C -1.2790 -0.3266 -0.0970 -0.1140 -0.0972 -0.0127 -0.33
C -1.6220 -1.7169 -0.3228 -0.0138 -0.0242 -0.0372 -0.66
Cl -5.5755 -1.4386 -0.4650 -0.0050 0.0055 -0.0049 0.76
H 6.5711 -1.0417 -0.7848 0.0012 -0.0004 -0.0021 0.12
H 3.8395 -1.3154 -4.0543 -0.0028 0.0020 0.0001 0.12
C 3.3061 -0.1578 -0.8900 -0.0130 0.0407 0.0790 -0.30
C -1.6381 0.9164 -2.3474 -0.0699 0.0392 -0.0296 -0.08
C -0.1446 0.7330 2.6659 -0.0799 -0.1217 0.0584 -0.33
N -1.3943 0.8031 -0.9102 0.0934 -0.0837 0.0842 -0.12
O 0.7144 0.7373 1.6413 -0.0966 0.2433 0.0357 -0.26
Cl -4.8737 1.4909 0.2069 0.0109 0.0067 -0.0126 0.80
C -1.7362 0.7644 4.9819 0.0561 -0.0269 -0.0115 -0.08
C -2.9309 -2.0311 -0.3598 0.0089 0.0136 -0.0016 -0.68
H -2.6332 0.5278 -2.5698 -0.0088 0.0322 -0.0172 0.15
H -2.3471 0.7818 5.8731 -0.0005 0.0012 0.0008 0.11
Pt 0.5355 0.4900 -0.3137 0.2909 0.0745 0.1281 1.52
C -3.6434 0.3025 0.0815 -0.0505 -0.0282 -0.0092 -0.60
C 5.5802 -0.8930 -1.1937 -0.0140 0.0039 0.0012 -0.03
C -0.4454 0.2408 5.0133 -0.0489 0.0162 0.0159 -0.06
C -2.0203 1.8231 1.3813 -0.0224 -0.0135 0.0447 -0.56
Cl -0.3552 -2.8422 -0.5152 -0.0091 0.0028 0.0152 0.78
H -1.6034 1.9768 -2.5890 0.0253 0.0051 0.0284 0.14
C 3.0305 -0.5104 -2.2279 0.0148 -0.0323 -0.0469 -0.14
C -0.5614 0.1199 -3.0726 0.0024 0.0136 -0.0199 -0.14
H 4.7940 -0.0750 0.6324 -0.0003 0.0015 -0.0014 0.13
H -2.9952 2.2393 1.6076 0.0104 -0.0223 0.0327 0.05
C 4.0629 -1.0533 -3.0271 0.0102 -0.0033 -0.0059 -0.02
C -1.4411 1.2609 2.6332 0.0876 0.0257 -0.0692 -0.20
N 0.6869 0.1170 -2.2858 -0.1088 -0.1079 -0.0195 -0.13
C -2.2180 1.2726 3.7933 -0.0088 -0.0037 -0.0134 -0.03
Cl -3.4248 -3.6390 -0.6210 -0.0042 -0.0041 0.0005 0.77
C 0.3364 0.2217 3.8766 -0.0087 -0.0128 -0.0154 0.00
H 1.6998 -0.5825 -3.9015 -0.0100 0.0085 -0.0003 0.15
C 5.3197 -1.2495 -2.5245 -0.0125 0.0037 0.0039 -0.06
O 2.4365 0.3951 -0.0490 0.0671 -0.0700 -0.1421 -0.22
C 1.7628 -0.3256 -2.8447 0.0298 0.0642 -0.0266 -0.06
H -0.3839 0.5664 -4.0505 -0.0193 -0.0459 -0.0250 0.14
C 4.5994 -0.3568 -0.3929 0.0349 0.0057 0.0077 0.01
H -0.8810 -0.9141 -3.2170 0.0004 -0.0094 0.0363 0.13
Cl -1.1134 3.2252 0.7076 -0.0326 -0.0629 -0.0159 0.70
```
Positions in Å, forces in eV/Å.

Computed properties:
HOMO-LUMO gap = 6.1944 eV
2S+1 = 1
Net charge = +1
ΔE to the lowest compared entry with this formula, charge and spin = 1.085 eV



# 4
Entry from OMol25: a structure of composition C22H14N3O6SSn (the ωB97M-V functional and the def2-TZVPD basis).

The geometry in XYZ format:
```
47
Properties=species:S:1:pos:R:3:forces:R:3:lowdin_charge:R:1
C -1.8293 -4.5944 0.8426 0.1012 -0.0027 0.0027 -0.07
H -0.8148 0.5364 -2.7298 -0.0131 0.0232 0.0043 0.12
H 3.9241 5.3420 -0.0984 -0.0117 -0.0034 -0.0047 0.11
H 0.1693 -6.4288 0.9010 -0.0049 0.0164 -0.0131 0.11
C -2.2185 -2.2383 0.4478 -0.1223 -0.0282 0.0209 -0.02
H -4.7826 1.5891 -3.9725 -0.0001 -0.0179 0.0026 0.10
C 3.3155 3.3086 0.0035 -0.0518 -0.0332 0.1571 -0.16
C -2.2428 0.8984 -1.1711 -0.0348 0.1427 -0.1620 -0.27
O 4.7184 3.6333 -1.8600 -0.0822 -0.0321 -0.0331 0.00
C -0.4499 -4.3826 0.5985 -0.0327 -0.0418 0.0077 -0.16
N -0.3540 -0.7571 -0.1853 -0.1757 -0.2955 0.4287 -0.22
C -1.8389 0.8041 -2.4996 -0.0503 -0.0242 0.1107 -0.05
H -2.9290 -1.4232 0.4127 -0.0086 -0.0322 0.0029 0.09
C 2.8564 4.8795 1.7377 -0.0019 0.0438 -0.0284 -0.04
C -0.8880 -1.9870 0.1904 -0.0175 0.2894 -0.1104 -0.24
C 0.5037 -5.4241 0.6652 -0.0516 -0.0467 0.0232 -0.03
O 3.4935 1.7337 -1.7211 -0.0263 0.0820 -0.0806 -0.20
H 2.5713 -5.9362 0.4847 -0.0059 0.0212 0.0155 0.09
O 0.0257 1.5849 -0.1501 0.0083 0.0509 0.0633 -0.43
C -2.6795 -3.5321 0.7731 -0.0244 0.1360 -0.0304 -0.09
C 0.0259 -3.0906 0.2834 0.1996 0.0646 -0.0046 -0.16
O 1.8070 0.2809 1.9800 -0.2393 -0.0608 0.0681 -0.22
C -3.5474 1.2270 -0.8400 0.0087 -0.0299 -0.0693 -0.06
H 2.8920 5.8882 2.1319 0.0229 -0.0036 0.0055 0.10
H -2.4532 0.9846 -4.5412 -0.0013 0.0011 0.0125 0.10
H 1.8537 4.0216 3.4692 0.0009 -0.0031 -0.0106 0.12
H -5.4856 1.7326 -1.6094 0.0066 -0.0043 0.0021 0.10
C 3.4126 4.5995 0.4973 0.0169 0.0349 0.0867 0.00
C 1.8205 -5.1574 0.4433 0.0761 0.0252 -0.0171 -0.07
H -2.1836 -5.5873 1.0938 0.0200 0.0076 -0.0166 0.10
C -4.0692 1.3878 -3.1830 0.0046 -0.0013 0.0219 -0.09
O -1.7743 0.7422 1.3525 0.0767 0.0455 0.0362 -0.28
C -4.4643 1.4710 -1.8562 0.0222 0.0032 -0.0137 -0.08
C 2.2299 2.6010 1.9318 0.1273 -0.0436 -0.0888 -0.18
H -3.7360 -3.6748 0.9680 0.0058 0.0286 -0.0038 0.10
N 2.7145 2.3626 0.7182 -0.1229 0.0441 -0.1127 0.04
C 3.9095 2.8633 -1.3391 -0.0610 0.0299 -0.0397 -0.66
Sn 2.0161 0.3046 -0.1997 0.5112 -0.1470 0.0000 1.41
S -1.0551 0.6063 0.1155 0.0256 -0.2590 -0.2089 0.56
H 3.2421 -3.5753 0.0027 -0.0089 -0.0201 -0.0078 0.11
C 2.1965 -3.8252 0.1610 -0.0283 -0.0302 0.0124 -0.14
C 1.7226 1.3686 2.6676 -0.0272 0.0741 0.0854 -0.60
O 1.3433 1.4965 3.8188 0.0304 -0.1006 -0.0655 0.06
C 2.2677 3.8661 2.4833 0.0300 0.0331 0.0115 0.01
C -2.7580 1.0506 -3.5044 -0.0142 0.0100 -0.0135 -0.08
N 1.3472 -2.8388 0.0816 -0.0849 0.0340 -0.0255 0.09
H -3.8250 1.2882 0.2041 0.0089 0.0199 -0.0211 0.11
```
Positions in Å, forces in eV/Å.

Computed properties:
HOMO-LUMO gap = 7.9432 eV
2S+1 = 1
Net charge = -1
ΔE to the lowest compared entry with this formula, charge and spin = 0.231 eV



# 5
Entry from OMol25: a structure of composition C22H15BrIN3S3W (the ωB97M-V functional and the def2-TZVPD basis).

The geometry in XYZ format:
```
46
Properties=species:S:1:pos:R:3:forces:R:3:lowdin_charge:R:1
C -2.2356 2.9884 -1.6205 -0.0178 0.0117 -0.0046 0.07
N -0.8955 1.1341 -0.9341 -0.0343 -0.0015 0.0335 -0.04
C 1.6864 2.1769 -3.4769 0.0340 -0.0128 0.0384 -0.67
C 2.4961 2.7804 -2.5205 -0.0026 -0.1034 0.0610 -0.62
C 3.5512 -1.8690 0.6754 -0.0411 0.0296 -0.0531 -1.16
S 1.0109 -0.1007 1.7472 0.0326 0.0542 -0.1043 0.60
H -2.4150 4.0541 -1.6340 0.0008 -0.0003 -0.0008 0.14
H -0.5404 -4.6446 -0.1624 -0.0025 -0.0006 0.0008 0.15
I 1.2232 0.1324 -3.3527 0.0411 0.0640 -0.0005 1.25
S 2.8610 -1.3700 -0.7230 0.0343 -0.0001 -0.0728 0.55
C 1.6755 3.0879 1.2057 0.0177 -0.0500 0.0056 -0.15
H -1.1912 5.1417 -0.2304 0.0024 0.0016 0.0006 0.14
H -2.6172 -4.2912 -1.5267 -0.0050 0.0041 0.0008 0.16
N 0.8228 2.5057 0.3308 0.0163 0.0972 -0.0126 -0.15
H 0.8780 -2.7270 0.3626 -0.0064 0.0085 0.0004 0.07
H -3.2225 -1.9719 -2.1717 -0.0021 -0.0104 -0.0010 0.14
H 1.2928 4.8388 -5.5057 0.0002 -0.0017 -0.0018 0.14
C 1.6220 4.2607 -4.6519 0.0206 0.0122 0.0262 0.00
C -3.1183 2.1216 -2.2516 0.0026 -0.0070 -0.0004 0.08
H -3.5940 0.0647 -2.6348 -0.0013 0.0051 -0.0017 0.14
H 2.7399 5.8777 -3.7903 0.0033 0.0015 0.0053 0.14
H 0.6199 2.4775 -5.3198 -0.0040 0.0152 -0.0012 0.12
N -0.2961 -1.3243 -0.6315 -0.0560 -0.0443 0.0106 -0.13
C 1.5562 4.4050 1.5876 -0.0191 0.0330 -0.0047 0.04
C -0.8193 -3.6625 -0.5209 -0.0120 0.0065 -0.0039 0.04
H 3.5393 4.5419 -1.8597 -0.0093 0.0118 -0.0048 0.13
C -2.8964 0.7526 -2.1789 -0.0295 0.0030 -0.0192 0.07
Br 3.2580 1.6754 -1.1361 0.0402 0.0735 -0.0796 0.92
C 1.2365 2.9239 -4.5499 -0.0290 -0.0203 -0.0506 -0.09
C -0.3588 4.5777 0.1660 -0.0076 0.0509 0.0084 0.07
C 2.8803 4.1023 -2.5977 0.0301 0.0602 -0.0017 -0.07
H 0.4109 6.2129 1.3334 -0.0030 0.0006 -0.0019 0.15
C -1.1419 2.4703 -0.9606 0.0371 -0.0132 0.0081 -0.16
W 0.9966 0.4041 -0.2578 -0.1058 -0.0966 0.1204 0.91
C -0.0154 -2.5833 -0.2219 0.0147 -0.0058 0.0170 -0.12
C 0.5303 5.1742 1.0505 0.0131 -0.0267 0.0023 0.06
H 2.2571 4.8155 2.3027 -0.0011 -0.0037 0.0025 0.15
C 2.4325 4.8449 -3.6896 -0.0176 -0.0430 -0.0020 0.00
C -2.3006 -2.1636 -1.6415 -0.0188 -0.0223 -0.0075 0.07
H -3.9846 2.5077 -2.7753 -0.0020 -0.0002 0.0021 0.16
H 2.4709 2.4756 1.6060 -0.0022 -0.0027 0.0002 0.10
C -1.4636 -1.1235 -1.2986 0.0079 0.0316 -0.0023 -0.22
C -1.7834 0.2863 -1.5124 0.0438 -0.0124 0.0219 -0.22
C -0.1943 3.2476 -0.1642 -0.0292 -0.0446 -0.0263 -0.19
C -1.9706 -3.4619 -1.2668 0.0016 -0.0021 -0.0065 0.07
S 4.3107 -2.4402 1.8298 0.0651 -0.0505 0.0995 1.14
```
Positions in Å, forces in eV/Å.

Computed properties:
HOMO-LUMO gap = 6.0435 eV
2S+1 = 1
Net charge = +4
ΔE to the lowest compared entry with this formula, charge and spin = 0.000 eV